# 1
ORCA calculation (the ωB97M-V functional and the def2-TZVPD basis) on the ion C5H8ClN2S with charge +1 in a non-equilibrium geometry.

Last column: Löwdin charge in e.
Positions of all 17 atoms, in Å:
1 H 0.85 2.85 -0.58  0.168
2 C 2.25 0.02 0.64  -0.697
3 H -2.27 -0.04 -1.49  -0.008
4 H 1.19 -1.71 1.06  0.074
5 C 0.95 1.78 -0.24  -0.101
6 S -1.61 -1.38 0.16  1.042
7 H 0.68 -0.49 2.13  0.127
8 Cl 3.16 -0.93 -0.60  0.680
9 C -0.31 -0.25 0.33  -0.439
10 H -1.09 1.28 -0.66  0.127
11 C -2.83 -0.79 -1.03  -0.305
12 H 2.96 0.27 1.47  0.143
13 H -2.84 -1.63 -1.74  0.055
14 H -3.86 -0.55 -0.53  0.117
15 C 1.02 -0.70 1.14  -0.115
16 N 2.02 1.28 0.08  0.030
17 N -0.28 0.99 -0.14  0.101

E_tot = -1162.91259 Ha
maximum force = 0.073 Eh/bohr
Kohn-Sham gap = 9.30 eV
multiplicity = 1
highest occupied orbital energy = -14.25 eV
net charge = +1

***

# 2
ORCA calculation (the ωB97M-V functional and the def2-TZVPD basis) on a cluster of 2 separate species, C6H15N3 in total in a non-equilibrium geometry.

Last column: Löwdin charge in e.
Positions of all 24 atoms, in Å:
1 H 0.51 -2.37 -1.54  0.080
2 H 0.89 2.27 0.40  0.064
3 C 1.40 -1.07 0.38  -0.256
4 H -3.25 2.18 -0.64  0.063
5 N 2.02 -0.85 -0.88  0.039
6 C -1.83 1.25 0.69  -0.170
7 H -1.65 1.91 -1.34  0.056
8 H 2.99 -0.56 -0.82  0.090
9 H 0.30 -2.25 2.37  0.032
10 C 0.98 0.24 -0.33  -0.245
11 H -1.52 2.19 1.14  0.056
12 C 0.36 -2.15 0.45  -0.504
13 H 2.41 1.47 0.74  0.080
14 C 1.62 1.57 -0.01  -0.065
15 N -0.10 -2.55 -0.76  0.126
16 H 1.95 -0.91 1.31  0.143
17 C -2.41 1.48 -0.69  -0.173
18 N -0.14 -2.62 1.52  0.107
19 H 2.03 2.02 -0.91  0.080
20 H -2.56 0.80 1.35  0.064
21 H 0.19 0.22 -1.07  0.112
22 H -0.85 0.62 0.55  0.056
23 H -2.73 0.54 -1.13  0.066
24 H -0.61 -3.42 -0.77  0.098

E_tot = -401.82625 Ha
maximum force = 0.079 Eh/bohr
Kohn-Sham gap = 9.96 eV
multiplicity = 1
highest occupied orbital energy = -9.00 eV

***

# 3
ORCA calculation (the ωB97M-V functional and the def2-TZVPD basis) on a structure of composition C14H7Cl5N3O2SZn in a non-equilibrium geometry.

Last column: Löwdin charge in e.
Positions of all 33 atoms, in Å:
1 H -13.26 -10.25 -8.99  0.115
2 Cl -13.88 -5.07 -8.20  0.708
3 O -12.75 -4.17 -5.55  -0.220
4 C -9.60 -6.02 -7.01  -0.893
5 C -12.31 -1.35 -8.54  -0.753
6 H -7.86 -5.08 -6.90  0.074
7 C -12.56 -3.32 -6.52  -0.454
8 C -13.77 -9.95 -8.05  -0.081
9 Cl -11.24 -1.79 -4.68  0.679
10 C -13.07 -3.55 -7.83  -0.571
11 H -15.56 -8.85 -4.78  0.106
12 O -13.51 -7.38 -5.40  -0.159
13 N -11.44 -7.24 -7.22  -0.162
14 C -12.94 -2.59 -8.82  -0.726
15 C -11.90 -2.08 -6.25  -0.599
16 C -13.29 -8.84 -7.34  -0.170
17 N -8.51 -5.48 -7.56  0.062
18 H -15.24 -11.48 -8.16  0.087
19 N -10.36 -6.76 -7.84  -0.049
20 C -15.05 -9.15 -5.70  -0.034
21 H -8.21 -5.80 -8.46  0.090
22 C -15.51 -10.24 -6.42  -0.118
23 C -11.77 -1.10 -7.25  -0.678
24 H -11.82 -8.41 -8.89  0.115
25 C -12.15 -8.16 -7.87  -0.081
26 Zn -12.15 -6.00 -5.76  0.501
27 H -16.43 -10.75 -6.10  0.098
28 C -13.92 -8.40 -6.10  -0.340
29 C -14.86 -10.62 -7.59  -0.152
30 Cl -12.20 -0.21 -9.77  0.666
31 Cl -13.57 -2.94 -10.37  0.671
32 S -9.94 -5.85 -5.35  0.639
33 Cl -10.97 0.42 -6.94  0.629

E_tot = -5331.08562 Ha
maximum force = 0.083 Eh/bohr
Kohn-Sham gap = 6.83 eV
multiplicity = 1
highest occupied orbital energy = -4.26 eV
net charge = -1

***

# 4
ORCA calculation (the ωB97M-V functional and the def2-TZVPD basis) on a structure of composition C3H7NO in a non-equilibrium geometry.

Last column: Löwdin charge in e.
Positions of all 12 atoms, in Å:
1 H 1.64 0.01 1.35  0.193
2 H 0.03 -2.17 0.31  0.177
3 C -1.08 -0.84 -0.79  -0.292
4 H 1.67 1.55 -0.77  0.130
5 H -2.48 -0.90 -0.71  0.205
6 C 0.63 1.35 -0.01  -0.143
7 O -0.40 -0.56 -1.78  -0.023
8 H -0.52 1.25 -0.70  0.139
9 N 0.89 -0.11 0.46  -0.223
10 H 0.57 2.04 1.03  0.096
11 C -0.18 -0.98 0.37  -0.352
12 H -0.77 -0.64 1.22  0.094

E_tot = -248.29130 Ha
maximum force = 0.125 Eh/bohr
Kohn-Sham gap = 8.94 eV
multiplicity = 1
highest occupied orbital energy = -8.31 eV

***

# 5
ORCA calculation (the ωB97M-V functional and the def2-TZVPD basis) on the ion C7H8NO2S with charge -1 in a non-equilibrium geometry.

Last column: Löwdin spin population.
Positions of all 19 atoms, in Å:
1 C 0.32 1.26 1.42  0.084
2 N 0.54 -0.57 -0.23  0.361
3 H 0.49 -2.73 -0.65  0.001
4 H -0.87 -3.73 -0.03  0.004
5 H 0.82 2.20 1.68  0.007
6 C 1.58 1.76 -0.68  0.111
7 H -0.42 -3.82 -1.75  0.001
8 H 0.21 0.68 2.35  0.034
9 O 0.89 1.83 -1.68  0.158
10 H 2.13 0.18 0.80  0.008
11 C -0.48 -3.18 -0.88  0.013
12 C -1.02 1.52 0.81  0.358
13 C -1.51 0.69 -0.11  0.161
14 H -2.48 0.82 -0.58  0.004
15 C 1.18 0.52 0.38  0.152
16 S -1.59 -1.79 -1.26  0.099
17 O 2.51 2.43 -0.24  0.131
18 C -0.70 -0.45 -0.49  0.288
19 H -1.59 2.38 1.15  0.025

E_tot = -874.89564 Ha
maximum force = 0.126 Eh/bohr
Kohn-Sham gap (spin up / spin down) = 4.36 / 6.29 eV
multiplicity = 3
highest occupied orbital energy (spin up / spin down) = -1.12 / -4.77 eV
⟨S²⟩ = 2.013
net charge = -1

***

# 6
ORCA calculation (the ωB97M-V functional and the def2-TZVPD basis) on a structure of composition C10H10N2O3S in a non-equilibrium geometry.

Last column: Löwdin charge in e.
Positions of all 26 atoms, in Å:
1 H 1.69 -3.20 -0.30  0.118
2 O 2.54 0.01 2.52  0.157
3 H 0.69 -0.75 -1.57  0.061
4 H -0.04 4.33 -1.19  0.078
5 C -2.21 0.82 -1.23  -0.138
6 C -0.27 -2.42 0.81  -0.522
7 H -0.59 4.05 0.53  0.084
8 C -0.89 0.59 -1.54  -0.429
9 C 2.19 -1.76 1.03  -0.299
10 H -0.57 -0.93 -2.93  0.131
11 H -3.03 0.16 -1.14  0.103
12 N -0.21 1.69 -1.32  0.183
13 C -0.82 3.95 -0.54  -0.005
14 N 0.42 -0.60 2.27  0.153
15 H -1.45 -1.30 2.34  0.120
16 O -2.41 2.06 -0.84  0.115
17 H -0.52 -3.42 1.14  0.108
18 C 1.79 -0.71 1.97  -0.451
19 C -1.16 2.52 -0.78  -0.345
20 H 4.08 -1.05 0.92  0.168
21 C 1.23 -2.51 0.38  -0.003
22 H -1.78 4.54 -0.70  0.102
23 C -0.48 -1.45 1.89  -0.138
24 O 3.47 -1.83 0.75  0.072
25 S -1.29 -2.02 -0.69  0.911
26 C -0.36 -0.77 -1.78  -0.332

E_tot = -1120.38160 Ha
maximum force = 0.089 Eh/bohr
Kohn-Sham gap = 8.08 eV
multiplicity = 1
highest occupied orbital energy = -8.45 eV

***

# 7
ORCA calculation (the ωB97M-V functional and the def2-TZVPD basis) on the molecule CH3OPS in a non-equilibrium geometry.

Last column: Löwdin charge in e.
Positions of all 7 atoms, in Å:
1 S -1.61 0.34 0.98  0.274
2 O 1.90 -0.54 -0.95  -0.034
3 H -0.50 1.29 -1.32  -0.068
4 P -0.68 -0.10 -0.90  0.548
5 H -1.42 -0.87 1.52  -0.210
6 H 1.20 -0.05 0.88  0.055
7 C 1.11 -0.07 -0.21  -0.564

E_tot = -854.64157 Ha
maximum force = 0.056 Eh/bohr
Kohn-Sham gap = 9.56 eV
multiplicity = 1
highest occupied orbital energy = -9.19 eV

***

# 8
ORCA calculation (the ωB97M-V functional and the def2-TZVPD basis) on the ion C3H2NO3 with charge -1 in a non-equilibrium geometry.

Last column: Löwdin charge in e.
Positions of all 9 atoms, in Å:
1 H -0.83 -1.79 -0.66  0.129
2 C 1.56 1.67 -0.51  -0.070
3 H 2.48 0.96 -0.72  0.023
4 C 0.19 -0.19 -0.04  -0.619
5 O 0.47 1.21 -0.22  -0.077
6 C -1.33 -0.16 -2.20  -0.292
7 N -0.86 -0.72 -0.66  0.036
8 O 0.83 -0.75 0.83  0.013
9 O -2.26 -0.82 -2.50  -0.145

E_tot = -395.89337 Ha
maximum force = 0.117 Eh/bohr
Kohn-Sham gap = 7.56 eV
multiplicity = 1
highest occupied orbital energy = -3.37 eV
net charge = -1

***

# 9
ORCA calculation (the ωB97M-V functional and the def2-TZVPD basis) on the molecule C2H6BClO2 in a non-equilibrium geometry.

Last column: Löwdin charge in e.
Positions of all 12 atoms, in Å:
1 H 1.66 -0.58 -1.42  0.052
2 O 0.41 -2.27 1.11  0.105
3 Cl 2.55 -0.05 0.66  0.596
4 H -0.50 0.95 -1.37  0.028
5 C 0.25 1.24 -0.69  -0.020
6 O -1.10 -1.27 -0.45  0.191
7 H 0.85 1.89 -1.28  0.032
8 C 1.25 -0.30 -0.49  -0.547
9 H -0.36 -2.77 1.57  0.160
10 B 0.14 -1.38 0.08  -0.699
11 H -0.08 1.71 0.22  0.053
12 H -1.78 -1.73 -0.09  0.050

E_tot = -715.38898 Ha
maximum force = 0.088 Eh/bohr
Kohn-Sham gap = 9.91 eV
multiplicity = 1
highest occupied orbital energy = -9.73 eV

***

# 10
ORCA calculation (the ωB97M-V functional and the def2-TZVPD basis) on the ion C24H33ClN7O with charge +1 in a non-equilibrium geometry.

Last column: Löwdin charge in e.
Positions of all 66 atoms, in Å:
1 N 3.96 0.11 -0.59  0.065
2 C -0.33 1.16 1.72  -0.124
3 H 0.85 -0.18 0.53  0.099
4 C 0.99 0.43 1.43  -0.141
5 C -3.11 -2.55 1.49  -0.312
6 H 4.77 -0.76 1.07  0.123
7 C -1.05 -0.95 -2.00  -0.217
8 H 1.42 3.21 1.91  0.130
9 C -0.26 -2.60 -0.43  -0.133
10 H 5.34 1.41 2.21  0.117
11 H 2.87 -0.58 -2.88  0.132
12 C -4.01 -2.93 2.59  0.021
13 N -2.21 -0.82 -1.37  0.232
14 H 4.60 2.29 0.88  0.105
15 H -3.49 -3.59 3.28  0.096
16 H 2.51 3.24 0.51  0.124
17 C -3.27 2.65 -1.89  -0.076
18 H -1.21 3.12 -1.77  0.101
19 H -0.25 1.73 2.65  0.135
20 H 1.20 -0.26 2.26  0.128
21 H 1.07 -1.95 -3.35  0.123
22 C 4.56 1.36 1.45  -0.154
23 H -4.28 -1.03 0.51  0.053
24 H -4.89 -3.44 2.20  0.101
25 H 1.63 -3.17 0.32  0.072
26 C -0.93 -0.15 -3.25  0.006
27 N -1.93 -3.04 1.29  0.192
28 H 0.79 -4.44 -0.55  0.113
29 C 3.21 1.23 2.15  -0.183
30 C -2.04 2.65 -1.27  -0.034
31 N -0.65 2.03 0.61  -0.075
32 C 1.68 2.69 0.97  -0.164
33 C 2.22 -0.71 -2.02  -0.075
34 H -2.96 1.10 1.60  0.100
35 H 1.65 0.22 -1.88  0.095
36 H 3.90 0.93 -1.17  0.149
37 H -0.04 0.46 -3.26  0.084
38 N 2.11 1.32 1.21  -0.166
39 C -4.20 1.47 -0.07  -0.644
40 H 3.13 2.00 2.94  0.123
41 C -3.00 1.50 0.60  -0.083
42 O 3.07 -1.90 -0.09  0.041
43 C -2.38 -1.54 -0.30  -0.259
44 H 0.24 -4.00 1.08  0.082
45 H -1.81 0.49 -3.34  0.081
46 C 1.28 -1.90 -2.29  -0.108
47 H -1.11 0.41 1.84  0.103
48 C -0.02 -1.81 -1.54  -0.093
49 C 4.87 0.18 0.53  -0.162
50 N -1.46 -2.43 0.18  0.041
51 Cl -5.55 0.66 0.69  0.732
52 N -3.44 -1.62 0.54  0.218
53 C 0.65 -3.61 0.15  0.018
54 H 5.89 0.26 0.15  0.125
55 H -5.32 2.01 -1.82  0.107
56 H 3.18 0.25 2.64  0.122
57 H -3.37 3.12 -2.86  0.115
58 C -1.87 2.06 0.00  -0.227
59 H 0.23 3.76 -0.18  0.133
60 H 1.81 -2.81 -2.00  0.119
61 C -4.37 2.04 -1.32  -0.113
62 C 0.49 2.71 0.02  -0.138
63 C 3.11 -0.90 -0.79  -0.489
64 H 0.79 2.24 -0.92  0.116
65 H -0.89 -0.82 -4.11  0.104
66 H -4.36 -2.04 3.12  0.095

E_tot = -1852.90907 Ha
maximum force = 0.029 Eh/bohr
Kohn-Sham gap = 7.40 eV
multiplicity = 1
highest occupied orbital energy = -10.42 eV
net charge = +1

***

# 11
ORCA calculation (the ωB97M-V functional and the def2-TZVPD basis) on a cluster of 2 separate species, C4H10O4 in total in a non-equilibrium geometry.

Last column: Löwdin charge in e.
Positions of all 18 atoms, in Å:
1 C -0.06 -1.51 1.38  -0.067
2 O -1.97 0.47 -3.13  0.120
3 O -1.70 0.86 -0.98  0.109
4 H 0.79 -1.97 0.87  0.074
5 O -0.05 -0.14 -2.26  0.118
6 H -0.26 -2.04 2.30  0.077
7 H -0.68 0.41 2.15  0.118
8 H -2.87 0.58 -2.81  0.121
9 O 0.48 0.80 0.52  -0.260
10 C -1.11 0.39 -2.09  -0.643
11 H 1.05 0.06 2.38  0.114
12 H 2.54 0.93 0.75  0.088
13 C 0.20 -0.05 1.69  -0.221
14 H -0.94 -1.61 0.75  0.075
15 H -1.04 1.08 -0.28  0.100
16 H 1.84 1.38 -0.85  0.094
17 C 1.79 0.69 -0.01  -0.101
18 H 1.99 -0.33 -0.36  0.084

E_tot = -459.37402 Ha
maximum force = 0.029 Eh/bohr
Kohn-Sham gap = 11.04 eV
multiplicity = 1
highest occupied orbital energy = -10.32 eV

***

# 12
ORCA calculation (the ωB97M-V functional and the def2-TZVPD basis) on a cluster of 2 separate species, C17H21N2O2S2 in total in a non-equilibrium geometry.

Last column: Löwdin charge in e.
Positions of all 44 atoms, in Å:
1 H 0.90 0.02 -0.63  0.021
2 C 2.52 -0.24 -1.96  -0.217
3 O -0.11 1.83 0.90  0.063
4 S -0.51 1.46 -3.45  1.005
5 H -4.03 0.31 -4.11  0.133
6 N 1.90 0.13 -0.72  -0.039
7 C -1.15 0.29 2.50  -0.094
8 H 2.45 -1.36 0.68  0.160
9 C -0.60 0.77 -1.92  -0.697
10 H -3.42 -1.44 -2.42  0.098
11 C 4.14 -0.27 -0.11  -0.118
12 N 1.11 0.32 2.19  0.052
13 H -2.91 1.21 1.70  0.119
14 S -1.28 -0.76 -1.75  0.991
15 H -2.52 -0.51 -4.53  0.127
16 O 1.72 -1.43 3.63  0.135
17 H 4.67 0.10 -2.20  0.110
18 H 2.51 1.62 1.36  0.144
19 C -1.38 -1.41 4.21  0.023
20 C -2.98 0.17 -3.81  -0.279
21 H -3.42 -1.75 4.86  0.115
22 H 2.01 -1.11 -2.41  0.108
23 C -2.96 -0.44 -2.42  -0.392
24 H 4.76 -1.00 0.42  0.123
25 C -0.59 -0.64 3.36  -0.086
26 H 2.42 0.58 -2.69  0.096
27 H -2.74 2.25 -3.18  0.101
28 H 4.22 -1.58 -1.84  0.111
29 C 4.00 -0.54 -1.62  -0.135
30 C -3.33 -0.25 3.30  -0.048
31 C -2.29 1.53 -3.87  -0.392
32 C -0.05 0.94 1.74  -0.323
33 H -3.46 0.19 -1.68  0.098
34 H 4.55 0.73 0.07  0.121
35 H 3.16 0.30 2.42  0.139
36 H -2.30 1.94 -4.89  0.099
37 H -0.90 -2.14 4.86  0.131
38 C 2.44 0.56 1.64  -0.064
39 H -4.41 -0.11 3.29  0.111
40 C -2.52 0.49 2.42  0.001
41 C 2.69 -0.30 0.41  -0.335
42 C -2.77 -1.19 4.18  -0.039
43 C 0.87 -0.69 3.15  -0.317
44 H -0.38 1.40 -1.05  0.037

E_tot = -1716.46845 Ha
maximum force = 0.040 Eh/bohr
Kohn-Sham gap = 4.65 eV
multiplicity = 1
highest occupied orbital energy = -11.36 eV
net charge = +1

***

> Look up the E_tot of the seventh one.

-854.64157 Ha